[1]
Entry from OMol25: an isolated molecule of CH2BF3 in a non-equilibrium geometry (the ωB97M-V functional and the def2-TZVPD basis).

Summary:
spin multiplicity: 1
HOMO energy: -11.57 eV
ΔE to the lowest compared entry with this formula, charge and spin: 206.0 kJ/mol
LUMO level: -0.959 eV

Atoms and positions in Å:
B  -0.82322  -0.03731  -0.04944
C  0.71075  -0.31046  -0.14727
F  1.45551  0.11565  -1.10832
F  -0.30648  1.21195  0.78700
F  1.48116  -0.80598  0.74335
H  -1.41462  -0.80818  0.68321
H  -1.10310  0.63433  -0.90853

List of Löwdin charges in e, atom by atom: B -0.27; C -0.19; F 0.23; F -0.13; F 0.24; H 0.07; H 0.05

=====

[2]
Entry from OMol25: C26H39NOP2PbSi as an isolated structure in a non-equilibrium geometry (the ωB97M-V functional and the def2-TZVPD basis).

Summary:
spin multiplicity: 1
HOMO energy (spin up / spin down): -5.68 / -5.68 eV
ΔE to the lowest compared entry with this formula, charge and spin: 0.0 kJ/mol
LUMO level (spin up / spin down): -0.859 / -0.866 eV

Atoms and positions in Å:
Pb  0.20013  -0.77623  -0.47844
Si  -1.20271  0.85271  -2.36053
P  -0.59591  -2.51892  -2.57067
N  1.90977  -0.00536  -1.68860
H  -0.96794  -2.00395  0.71460
C  -0.24441  -4.24204  -2.10688
H  -0.48212  -4.90028  -2.95191
H  -0.85280  -4.51878  -1.23458
H  0.81813  -4.34553  -1.84442
C  -2.30522  -2.60023  -3.21027
H  -2.38687  -3.47171  -3.87341
H  -2.55808  -1.68037  -3.75669
H  -2.99485  -2.71122  -2.36115
C  0.44441  -2.26851  -4.05686
H  0.28606  -3.10876  -4.74768
H  1.50066  -2.22169  -3.75312
H  0.17884  -1.32099  -4.54548
C  -3.05003  1.26519  -2.32705
H  -3.32411  1.70279  -1.36282
H  -3.63828  0.36082  -2.50494
H  -3.25057  1.99684  -3.12488
H  -0.54749  2.14466  -2.01063
H  -0.90243  0.55562  -3.79208
C  3.05865  0.37329  -2.15075
C  5.51632  0.41006  -2.20028
C  4.34840  -0.05557  -1.63404
C  3.06540  1.29724  -3.27451
C  4.25213  1.73493  -3.82018
C  5.47629  1.29619  -3.28919
H  6.47836  0.08031  -1.79795
H  4.34766  -0.75581  -0.79242
H  2.08796  1.61920  -3.65168
H  4.22982  2.42399  -4.66849
H  6.40904  1.64931  -3.73422
C  -3.20447  -1.11075  0.99494
O  -2.69186  -0.52893  0.02863
C  -2.55019  -1.29243  2.33460
H  -3.21824  -1.89553  2.97757
H  -2.42167  -0.30908  2.82342
H  -1.56132  -1.78923  2.29987
C  -4.66272  -1.49322  0.96728
H  -4.80038  -2.55638  1.20205
H  -5.10933  -1.27634  -0.00741
H  -5.21712  -0.91598  1.72422
C  2.24686  2.39086  1.26896
P  0.79003  1.31762  1.43700
C  1.27344  0.11503  2.73468
C  2.29566  -0.80210  2.40164
C  2.55015  -1.89759  3.22466
C  1.82855  -2.05801  4.41416
C  0.86075  -1.12173  4.77361
C  0.57418  -0.03601  3.94344
C  -0.51538  2.37670  2.12239
C  -0.32186  3.16658  3.26864
C  -1.30424  4.08040  3.65277
C  -2.46824  4.23162  2.89505
C  -2.67093  3.44021  1.75811
C  -1.71296  2.49894  1.38682
H  3.06509  1.83881  0.78780
H  2.56140  2.75126  2.25566
H  1.97453  3.24476  0.63033
H  2.87027  -0.67705  1.47690
H  3.30381  -2.63291  2.93739
H  2.02677  -2.92053  5.05413
H  0.30759  -1.24524  5.71115
H  -0.19596  0.68432  4.23143
H  0.59606  3.07393  3.85497
H  -1.14761  4.69352  4.54390
H  -3.21193  4.97965  3.17874
H  -3.57004  3.57021  1.15137
H  -1.87289  1.84742  0.52129

Löwdin population analysis, charges in e, atoms 1 to 8: Pb 0.75; Si 0.50; P 0.63; N -0.16; H -0.02; C -0.30; H 0.04; H 0.04

=====

[3]
Entry from OMol25: a 2-piece molecular cluster, C6H10O overall (the ωB97M-V functional and the def2-TZVPD basis).

Summary:
spin multiplicity: 1
HOMO energy: -8.47 eV
ΔE to the lowest compared entry with this formula, charge and spin: 445.8 kJ/mol
LUMO level: 0.880 eV

Atoms and positions in Å:
C  -0.78431  0.12767  -1.48687
C  0.22757  -0.58671  -0.60551
C  1.64072  0.03986  -0.45576
C  1.45871  0.07060  1.06562
O  0.82468  1.31239  1.48126
C  -0.42160  0.85205  1.42912
C  0.05057  -0.52374  0.94884
H  -1.77407  -0.32671  -1.39041
H  -0.48717  0.07398  -2.54165
H  -0.87395  1.18339  -1.21620
H  0.30740  -1.63267  -0.91012
H  2.45008  -0.61101  -0.79051
H  1.77312  1.02913  -0.90051
H  2.25636  -0.22829  1.74397
H  -3.46587  0.18217  0.89677
H  -2.85113  0.44220  1.26635
H  -0.33110  -1.40432  1.46561

Löwdin population analysis, charges in e, atoms 1 to 8: C -0.07; C -0.30; C -0.07; C -0.23; O -0.03; C 0.02; C -0.21; H 0.07

=====

Respective E values: -9896.500; -62829.381; -8426.620 eV.